{"formula": "C5H14N2", "method": "ωB97M-V/def2-TZVPD", "symbols": ["C", "N", "C", "C", "C", "C", "N", "H", "H", "H", "H", "H", "H", "H", "H", "H", "H", "H", "H", "H", "H"], "coordinates": [[1.4982, 1.6807, 1.9670], [0.5835, 0.7208, 2.1360], [0.3642, -0.4726, 1.3582], [-0.8636, -0.4694, 0.4521], [-0.3443, -0.7743, -1.1104], [0.6417, 0.2914, -1.6004], [-1.6231, -0.8257, -1.9404], [1.4996, 2.7323, 2.5839], [2.4347, 1.4480, 1.6001], [-0.1822, 1.0063, 2.8163], [1.3252, -0.7738, 0.9096], [0.5606, -1.3818, 2.0612], [-1.4225, -1.3115, 0.7769], [-1.5251, 0.3562, 0.7328], [0.1309, -1.8470, -0.9932], [0.3983, 1.3828, -1.3525], [1.6312, 0.1075, -1.0874], [0.6971, 0.2731, -2.7524], [-1.4595, -1.2594, -2.8605], [-1.8286, 0.1422, -2.1659], [-2.5165, -1.0258, -1.5310]], "atomic_forces_ev_per_a": [[-2.7, 0.2, 4.1], [0.4, 4.6, 0.7], [2.7, -3.0, 1.4], [1.5, -0.8, -0.9], [-0.7, -0.5, 3.7], [0.3, 0.8, -1.0], [1.4, 1.5, -1.2], [-0.6, -2.8, -1.5], [1.6, -0.6, -1.9], [0.9, -0.6, -1.2], [-0.2, 1.1, -1.0], [-1.9, 1.4, -0.4], [-0.7, -1.0, -0.1], [0.3, 0.5, -1.0], [-1.1, 2.1, -0.8], [-0.3, -1.6, -0.1], [-0.9, 0.0, -1.2], [0.5, -0.2, 1.8], [-0.4, -0.4, 0.4], [0.3, 0.7, -0.5], [-0.4, -1.6, 0.7]], "nbo_charge": [0.149, -0.408, -0.296, -0.451, -0.033, -0.681, -0.686, 0.286, 0.223, 0.455, 0.251, 0.289, 0.250, 0.250, 0.267, 0.244, 0.258, 0.267, 0.467, 0.440, 0.460], "total_energy_ha": -307.70246, "de_lowest_ev": 2.3402, "smiles": "C=[NH+]CC[C@H](C)[NH3+]", "molar_mass_g_mol": 102.18, "total_charge": 2, "fmax_ev_per_a": 4.9, "lumo_ev": -8.84}